11 unconnected molecules or ions with the total composition C31H88N10O15 at a distorted geometry, computed with ωB97M-V with the def2-TZVPD basis set.

Results
ΔE to the lowest compared entry with this formula, charge and spin = 0.00 kJ/mol
frontier orbital gap = 9.21 eV
E_tot = -79182.8321 eV
HOMO = -0.3166 hartree
E_LUMO = 0.60 eV

Last column: Mulliken charge in e.
Positions of all 144 atoms, in Å:
C (-21.875, 7.355, 16.226)  0.44
O (-21.377, 6.685, 17.116)  -0.68
N (-22.269, 6.909, 15.015)  -0.28
N (-22.082, 8.657, 16.397)  -0.12
H (-22.247, 5.909, 14.846)  0.23
H (-22.646, 7.575, 14.377)  0.05
H (-22.235, 9.285, 15.576)  0.01
H (-21.734, 9.008, 17.237)  0.19
C (-15.874, 7.269, 11.152)  0.07
O (-16.375, 7.674, 10.109)  -0.75
N (-16.075, 7.895, 12.354)  0.70
N (-15.135, 6.145, 11.263)  0.08
H (-16.229, 8.923, 12.320)  0.04
H (-15.301, 7.714, 12.998)  -0.18
H (-15.134, 5.554, 10.469)  0.15
H (-14.952, 5.708, 12.190)  0.05
C (-21.465, 12.430, 15.830)  0.38
O (-22.511, 11.855, 15.473)  -0.60
N (-21.437, 13.372, 16.869)  -0.51
N (-20.269, 12.113, 15.235)  0.17
H (-20.549, 13.923, 16.967)  0.20
H (-22.063, 13.199, 17.578)  0.23
H (-20.259, 11.382, 14.528)  -0.37
H (-19.360, 12.314, 15.643)  0.20
C (-14.448, 8.087, 17.075)  -1.01
O (-14.718, 8.780, 15.853)  -0.20
H (-14.903, 7.101, 17.143)  0.39
H (-13.407, 8.035, 17.379)  0.34
H (-14.896, 8.712, 17.826)  0.33
H (-14.326, 8.237, 15.154)  0.27
C (-17.958, 12.572, 18.602)  -0.80
O (-17.923, 12.311, 17.149)  -0.49
H (-17.196, 13.324, 18.907)  0.25
H (-18.900, 13.025, 18.788)  0.26
H (-17.925, 11.642, 19.131)  0.32
H (-17.642, 11.399, 17.022)  0.19
C (-20.544, 8.045, 20.191)  -0.43
O (-20.453, 9.329, 19.666)  -0.47
H (-20.873, 7.331, 19.465)  0.21
H (-19.541, 7.798, 20.660)  0.20
H (-21.373, 8.090, 20.950)  0.23
H (-19.913, 9.265, 18.877)  0.22
C (-18.210, 8.459, 16.106)  0.90
O (-17.401, 9.173, 17.007)  -0.37
H (-19.014, 7.996, 16.682)  0.00
H (-18.694, 9.153, 15.425)  -0.21
H (-17.711, 7.652, 15.502)  -0.45
H (-16.502, 9.140, 16.767)  0.08
C (-13.629, 1.296, 12.387)  -0.76
O (-13.935, 2.289, 13.392)  -0.43
C (-15.297, 2.825, 13.279)  -0.25
C (-15.464, 3.950, 14.377)  -0.06
N (-14.858, 5.206, 14.017)  0.22
C (-13.402, 5.330, 14.436)  -0.62
C (-12.615, 6.237, 13.543)  -0.83
O (-13.279, 7.467, 13.694)  -0.26
C (-12.746, 8.392, 12.709)  -0.81
H (-13.112, 1.723, 11.447)  0.15
H (-14.578, 0.919, 12.087)  0.39
H (-12.984, 0.624, 12.869)  0.30
H (-15.925, 1.980, 13.417)  0.70
H (-15.443, 3.117, 12.257)  0.09
H (-15.001, 3.531, 15.261)  0.54
H (-16.503, 4.202, 14.617)  -0.85
H (-15.328, 6.028, 14.227)  -0.07
H (-12.992, 4.276, 14.425)  0.56
H (-13.408, 5.704, 15.524)  0.12
H (-12.665, 5.934, 12.484)  0.41
H (-11.598, 6.402, 13.904)  0.47
H (-12.943, 8.074, 11.708)  0.34
H (-11.694, 8.590, 12.760)  0.30
H (-13.253, 9.349, 12.911)  0.18
C (-20.189, 8.474, 12.757)  -0.93
O (-20.957, 9.519, 13.344)  0.68
C (-21.776, 10.345, 12.573)  -0.17
C (-23.238, 9.896, 12.511)  -1.48
N (-23.851, 9.756, 13.785)  0.39
C (-25.291, 9.448, 13.682)  -0.66
C (-25.786, 9.441, 15.102)  -0.33
O (-27.148, 9.024, 15.215)  -0.43
C (-28.059, 9.973, 14.867)  -0.68
H (-20.788, 7.553, 12.515)  0.25
H (-19.333, 8.122, 13.348)  0.02
H (-19.746, 8.795, 11.815)  0.35
H (-21.319, 10.621, 11.552)  0.05
H (-21.875, 11.265, 13.145)  0.32
H (-23.413, 9.011, 11.815)  0.32
H (-23.751, 10.668, 11.880)  0.62
H (-23.762, 10.656, 14.297)  0.05
H (-25.386, 8.399, 13.361)  0.21
H (-25.772, 10.098, 12.995)  0.51
H (-25.623, 10.362, 15.616)  0.48
H (-25.222, 8.634, 15.649)  0.02
H (-29.003, 9.607, 15.188)  0.29
H (-28.053, 10.152, 13.810)  0.26
H (-27.851, 10.879, 15.462)  0.28
C (-14.635, 12.482, 14.889)  -0.48
O (-15.564, 12.335, 13.839)  -0.57
C (-16.491, 11.338, 14.133)  1.72
C (-17.415, 11.029, 13.048)  -0.11
N (-16.666, 10.747, 11.770)  -0.43
C (-17.630, 10.530, 10.673)  0.01
C (-18.348, 11.660, 10.062)  -0.78
O (-19.277, 12.280, 10.919)  -0.08
C (-20.239, 13.212, 10.360)  -0.91
H (-14.159, 11.489, 15.136)  0.13
H (-15.185, 12.814, 15.811)  0.18
H (-13.893, 13.165, 14.520)  0.32
H (-17.089, 11.515, 15.027)  -0.39
H (-15.926, 10.455, 14.367)  -0.37
H (-18.225, 11.695, 12.802)  0.84
H (-17.910, 10.077, 13.359)  -0.77
H (-16.088, 11.551, 11.527)  0.36
H (-18.285, 9.761, 11.005)  -0.65
H (-17.077, 9.998, 9.850)  0.53
H (-18.745, 11.249, 9.101)  0.44
H (-17.552, 12.360, 9.725)  0.39
H (-20.850, 12.655, 9.651)  0.36
H (-19.702, 14.046, 9.924)  0.31
H (-20.817, 13.610, 11.245)  0.21
C (-15.261, 2.438, 8.895)  -0.78
O (-16.170, 2.880, 9.866)  -0.05
C (-17.361, 3.311, 9.213)  -1.30
C (-18.182, 3.841, 10.335)  0.09
N (-18.782, 2.894, 11.267)  -0.29
C (-19.980, 3.426, 11.950)  -1.46
C (-19.635, 4.617, 12.847)  0.84
O (-18.731, 4.189, 13.834)  -0.41
C (-19.025, 4.894, 15.051)  -0.20
H (-14.402, 2.053, 9.407)  0.16
H (-14.913, 3.274, 8.252)  0.32
H (-15.771, 1.618, 8.245)  0.25
H (-17.839, 2.508, 8.704)  0.50
H (-17.042, 4.070, 8.517)  0.48
H (-19.045, 4.375, 9.872)  0.45
H (-17.596, 4.654, 10.791)  -0.05
H (-18.152, 2.462, 11.906)  0.27
H (-20.330, 2.606, 12.574)  0.41
H (-20.773, 3.617, 11.193)  0.33
H (-20.456, 5.025, 13.408)  0.13
H (-19.153, 5.394, 12.218)  -0.14
H (-19.897, 4.471, 15.617)  0.29
H (-19.334, 5.931, 14.810)  -0.20
H (-18.167, 4.895, 15.742)  0.41